# 1
The following is a DFT calculation (ωB97M-V/def2-TZVPD) of a cluster of 2 separate species, C20H41BrNO8P in total in a non-equilibrium geometry.

Computed properties:
net charge = 0
orbital gap = 9.675 eV
HOMO level = -9.43 eV
SMILES = CCOP(=O)(CCC(=O)O[C@](CCCN)(CCCC(=O)O)C[C@H](C)Br)OCC.CCO
max |F| = 0.0742 Eh/bohr
molar mass = 534.43 g/mol

Atoms and positions in Å:
Br 0.662 -5.636 2.131
P -0.142 1.376 -2.285
O -1.480 0.614 -2.757
O 1.895 0.871 1.708
O -3.823 -4.130 -0.209
O -0.685 2.745 -1.621
O -4.183 -3.703 1.890
O -3.012 5.728 -1.364
O 0.633 -0.726 2.488
O 0.714 1.687 -3.418
N 5.452 -1.671 0.447
C 3.329 -1.858 1.693
C -3.704 -3.352 0.895
C 0.924 0.248 1.568
C -1.362 -0.818 -2.881
C 0.139 3.897 -1.925
C 4.112 -1.061 0.617
C 1.967 -2.412 1.203
C 0.750 -2.110 2.073
C -2.952 -2.053 0.715
C -2.600 6.772 -2.242
C 1.210 -4.326 3.481
C 0.022 0.673 0.417
C -3.796 7.522 -2.797
C -1.832 -1.861 1.788
C 0.590 -2.933 3.369
C -0.517 -2.427 1.209
C -0.150 4.954 -0.850
C 0.720 0.501 -0.942
C 2.742 -4.364 3.683
C -0.374 -1.288 -3.942
H -2.551 -1.911 -0.289
H 0.614 4.946 -0.073
H 1.782 -1.949 0.229
H 0.768 -0.555 -1.220
H -0.757 -1.107 -4.942
H 2.966 -5.103 4.452
H 0.824 -4.733 4.411
H -0.667 -3.500 1.077
H -0.269 -2.372 -3.837
H 3.599 -1.071 -0.346
H 1.750 0.858 -0.933
H -3.570 5.127 -1.872
H 5.992 -1.034 -0.133
H -0.456 -3.023 3.655
H -2.349 -1.172 -3.177
H -3.669 -1.251 0.900
H -3.480 8.328 -3.462
H 3.150 -1.158 2.511
H 4.243 -0.036 0.971
H -0.941 0.165 0.362
H -1.157 -1.265 -1.903
H -0.207 5.950 -1.282
H 4.012 -2.619 2.060
H -0.414 -2.014 0.200
H -1.103 4.751 -0.375
H -3.521 -3.650 -0.991
H 2.097 -3.471 0.988
H 5.939 -1.665 1.339
H 3.248 -4.709 2.785
H -1.961 7.443 -1.670
H 0.619 -0.867 -3.812
H -2.006 6.339 -3.055
H -4.388 7.947 -1.986
H -1.804 -0.798 1.990
H -4.450 6.847 -3.355
H 1.039 -2.334 4.169
H -0.113 4.280 -2.909
H -2.158 -2.458 2.637
H 1.196 3.655 -1.859
H -0.203 1.725 0.574
H 3.102 -3.399 4.029

# 2
The following is a DFT calculation (ωB97M-V/def2-TZVPD) of a structure of composition C20H41INO11P in a non-equilibrium geometry.

Computed properties:
net charge = 0
orbital gap = 8.509 eV
HOMO level = -9.62 eV
max |F| = 0.1648 Eh/bohr
molar mass = 629.42 g/mol

Atoms and positions in Å:
I -2.048 1.310 3.814
P -3.664 -2.285 -0.184
O -2.415 -2.702 -1.059
O 0.250 1.132 -4.996
O -1.132 -0.304 -6.016
O -3.452 2.429 0.850
O -1.361 2.053 2.020
O -4.106 -0.062 6.099
O 4.291 1.813 -2.488
O -5.180 -2.513 -1.065
O -3.714 -3.430 1.171
O 6.126 0.702 -3.130
O -2.389 -0.002 7.533
N -2.300 0.193 0.445
C -3.672 0.263 7.199
C 5.611 1.758 -2.775
C 2.965 -1.850 -0.630
C -1.764 0.449 -0.946
C -2.428 1.600 1.067
C 3.215 3.954 -2.919
C 2.065 -0.680 0.113
C -1.387 -1.447 -6.854
C 0.088 0.051 -5.551
C -1.597 -2.693 -6.017
C 4.451 -2.029 0.046
C 0.423 -0.970 -0.017
C 1.212 -0.941 -5.642
C -3.654 -0.481 0.441
C -4.576 0.873 8.231
C -1.727 0.511 8.705
C 6.411 3.029 -2.745
C -0.150 0.177 -1.039
C -1.982 -0.382 9.903
C 3.634 2.939 -1.875
H 4.607 -3.055 0.603
H -0.600 -1.570 -7.604
H 2.579 3.485 -3.676
H 6.408 3.479 -3.741
H -2.001 1.553 8.890
H -1.850 -3.547 -6.653
H 2.741 2.543 -1.381
H 7.439 2.782 -2.464
H 0.191 -2.053 -0.434
H -4.004 -0.523 1.582
H -3.291 -4.305 0.853
H 2.371 -0.716 1.260
H 4.730 -1.172 0.823
H -2.407 -0.138 -1.748
H -3.045 -0.418 10.158
H -5.321 1.488 7.717
H -4.440 0.178 -0.170
H 3.006 -1.564 -1.768
H 1.245 -1.532 -4.724
H -4.064 1.535 8.927
H 2.382 -2.868 -0.441
H 1.147 -1.600 -6.507
H -1.429 -0.023 10.776
H -5.085 0.076 8.780
H 0.180 -0.111 -2.149
H -2.306 -1.227 -7.406
H -2.406 -2.539 -5.297
H 4.254 3.376 -1.086
H 0.380 1.209 -0.804
H 5.244 -1.974 -0.815
H 2.664 4.778 -2.457
H -0.655 0.510 8.480
H 6.060 3.751 -2.009
H 4.079 4.369 -3.446
H 0.012 -0.912 1.079
H -1.948 1.607 -1.169
H 2.337 0.421 -0.246
H -1.673 -1.409 9.688
H -0.703 -2.945 -5.440
H -5.022 -3.011 -1.922
H 2.150 -0.389 -5.750

# 3
The following is a DFT calculation (ωB97M-V/def2-TZVPD) of a structure of composition C20H41IrN2OP3 in a non-equilibrium geometry.

Computed properties:
net charge = +3
ΔE to the lowest compared entry with this formula, charge and spin = 1.008 eV
2S+1 = 5
orbital gap (alpha / beta) = 8.108 / 4.542 eV
HOMO level (alpha / beta) = -16.29 / -17.23 eV
max |F| = 0.0541 Eh/bohr
molar mass = 610.70 g/mol
⟨S²⟩ = 6.031

Atoms and positions in Å:
Ir 0.695 -0.801 -1.095
P 2.554 -1.082 0.346
P -1.732 -0.503 -0.875
P 1.063 -1.337 -3.306
O -0.148 -3.369 -0.471
N 0.608 3.001 0.695
N 0.820 1.165 -0.492
C -1.130 -2.246 3.187
C -1.104 -0.978 3.568
C 0.943 -6.704 -1.251
C 0.999 -5.001 0.954
C 0.310 -2.932 -3.801
C 2.495 -0.989 2.182
C 3.855 0.153 -0.058
C 0.274 0.038 -4.203
C 2.867 -1.382 -3.438
C 3.397 -2.703 0.177
C 1.684 -6.215 0.986
C 0.373 1.667 0.666
C 0.387 -4.583 -0.251
C 0.259 -5.515 -1.285
C -2.902 -0.363 0.544
C 1.682 -7.061 -0.127
C 1.334 2.227 -1.222
C 1.206 3.372 -0.500
C -2.642 -1.749 -1.849
C -2.221 1.080 -1.682
H -0.309 -2.945 3.398
H -0.118 1.121 1.439
H 0.941 -4.352 1.839
H 0.706 -2.267 -0.486
H 2.218 -8.003 -0.089
H 2.200 0.013 2.521
H -2.415 -1.674 -2.925
H -1.969 -0.304 3.478
H 3.252 -2.047 -2.649
H 3.851 0.407 -1.125
H -3.235 0.967 -2.088
H 2.665 -3.516 0.218
H 4.069 -2.816 1.037
H 0.382 3.622 1.476
H -1.534 1.382 -2.479
H 1.731 2.074 -2.202
H 2.198 -6.511 1.900
H 1.520 4.377 -0.728
H -2.744 -1.137 1.312
H 3.511 -1.234 2.545
H 0.951 -3.815 -3.621
H 0.539 0.996 -3.721
H 3.350 -1.745 -4.380
H 1.776 -1.717 2.589
H 3.291 -0.392 -3.228
H -0.040 -3.000 -4.851
H 4.828 -0.266 0.238
H 0.507 0.166 -5.294
H 0.857 -7.364 -2.097
H 3.945 -2.816 -0.764
H -1.918 -2.652 2.540
H 3.673 1.067 0.523
H -0.572 -3.068 -3.141
H -0.819 -0.062 -4.164
H -0.261 -0.614 4.168
H -2.832 0.641 0.994
H -2.362 -2.746 -1.488
H -2.292 1.859 -0.912
H -3.733 -1.606 -1.689
H -3.931 -0.466 0.147
H -0.390 -5.223 -2.107